Record 1
The following is a DFT calculation (wB97M-V/def2-TZVPD) of a cluster of 2 separate species, C3H9N2OS in total.

The total energy is -19121.5182 eV. The LUMO energy comes out at 3.71 eV.

The geometry in ORCA input format:
```
! wB97M-V def2-TZVPD RIJCOSX def2/J DEFGRID3
* xyz -1 1
H -2.22098 -0.37574 1.42348
C 2.76229 0.99557 0.03816
C -0.97284 -1.44952 0.01991
H 3.76862 1.44205 -0.11353
H -1.07331 -2.35751 0.61793
H -0.48586 -0.15629 1.66293
N -1.83369 -1.58602 -1.15519
C -1.26798 -0.23019 0.90106
N 1.77828 1.86854 -0.21029
H 2.04816 2.76205 -0.58540
H 0.06258 -1.38512 -0.30993
O 2.64164 -0.15127 0.42869
H -2.79526 -1.68295 -0.84280
H 0.74683 1.64092 -0.23576
S -1.34681 1.34089 -0.02580
H -1.81165 -0.67540 -1.61348
*
```

Listed below, in e, are the Mulliken charges computed for each atom: 0.33 0.03 -0.41 0.27 0.35 0.28 -0.69 -0.68 -0.10 0.19 0.19 -0.56 0.24 0.01 -0.71 0.27

***

Record 2
The following is a DFT calculation (wB97M-V/def2-TZVPD) of a structure of composition C36H59AuGeNO2.

The total energy is -104075.6645 eV. The LUMO energy (spin up / spin down) comes out at -4.79 / -4.81 eV.

The geometry in ORCA input format:
```
! wB97M-V def2-TZVPD RIJCOSX def2/J DEFGRID3
* xyz 1 1
Au 0.28080 0.17880 -0.30072
H -6.77621 -4.42955 0.60214
H 0.36038 -5.97867 -4.89520
C 0.95714 -4.32578 2.43386
C -7.27979 -2.08028 -0.53567
H -0.95284 -6.60991 -0.00639
H -1.94993 0.43004 -3.89143
H 0.68921 -1.43282 -6.63330
H 2.71187 -2.63716 -1.05171
H 1.81734 0.65119 -5.69799
H 2.58751 -4.05206 4.61082
H 2.93689 -0.55686 -6.30756
C -1.04573 -3.80700 1.24605
H -6.02652 1.26988 -2.73702
H -7.13190 -2.39523 2.14819
H 0.24621 -5.03065 -2.58227
H 1.48218 0.93621 -3.22855
C -2.38315 -1.37151 -0.17218
H 3.98118 -3.53075 1.16527
H 1.50530 -5.05083 3.01634
H -7.49032 -1.00945 -0.51581
H -6.36858 -0.85062 1.73969
C -6.02914 -2.42435 0.27728
H -1.88666 -7.69172 1.03346
H -1.24361 -5.74970 4.21342
C -3.74687 -0.10512 -1.81543
N -1.17124 -1.56238 0.32615
C 2.20757 -0.35440 -5.52107
C 2.08003 0.05622 -2.98361
C 3.33738 -3.86754 3.83887
H 1.07895 -7.11660 1.62459
H -2.49188 -6.07819 0.69693
H -3.46294 -2.72280 1.09805
H 0.78651 -6.96072 3.37007
H 4.25607 -3.55475 4.33477
C 1.25403 -5.59453 -4.40417
H -5.62317 -4.30896 -0.73470
C 0.89088 -4.56818 -3.33585
C -3.89290 0.86747 -2.98862
H 1.78971 -6.43672 -3.96383
C -5.33487 0.91307 -3.50273
C -5.85355 -3.95129 0.27043
C 1.07094 -1.36870 -5.61516
H 1.41607 -2.36721 -5.32628
C -1.58518 -6.65475 0.88276
C -4.82041 -0.81688 -1.34258
H -4.13624 2.63219 -1.74387
C -3.51065 2.29861 -2.57424
H -5.78128 -0.63707 -1.80030
H -5.66958 -0.06074 -3.86591
C 0.82693 -2.14580 1.43163
O 1.40963 -1.07240 1.05045
C -3.00502 0.38836 -4.15384
C 2.12740 -3.99041 -2.64940
C 1.52425 -3.09273 2.26457
C 2.81876 -1.45760 3.70666
H 3.75859 -1.31666 4.24210
C 2.88735 -2.75796 2.88390
H 1.89491 -5.14807 -5.16669
H 1.15823 -3.42670 -0.80009
H 3.55140 -4.80207 3.31663
C 2.93930 -0.38110 -4.18165
C -0.54697 -2.49607 1.01415
H 4.92466 -2.46065 2.21288
H 3.79511 0.29509 -4.23258
H 3.71173 -1.77363 1.12765
H -3.26190 -0.63714 -4.42888
C -1.76726 -6.12248 3.33121
H -5.38890 -2.18734 2.35453
H -5.38193 1.61086 -4.33882
H -8.13762 -2.59209 -0.09979
H -2.46827 2.36939 -2.27693
Ge 0.89853 -1.35048 -2.24852
C 3.94003 -2.62232 1.77064
H -2.00909 -4.05823 0.82666
C -3.55453 -2.03751 0.26639
H 2.73126 0.31859 -2.14596
H -3.16876 1.02582 -5.02447
H 2.65412 -0.58984 3.07726
C -2.47384 -0.31642 -1.19469
O -1.44037 0.35003 -1.58880
H 2.78858 -3.54874 -3.40100
H -3.67743 2.97404 -3.41505
H 0.23158 -1.08767 -4.97489
H -0.46431 -1.64421 -2.86192
C -0.82144 -6.15676 2.11732
H -2.62064 -5.46973 3.13870
C -4.77256 -1.75832 -0.27554
C 1.80157 -2.96728 -1.55371
H -0.09262 -8.15711 2.43495
H 3.34603 -1.38313 -4.01162
C 0.31466 -7.14662 2.40446
C -0.30174 -4.74024 1.89701
H 0.31388 -3.75901 -3.79594
C -6.23970 -1.93431 1.72077
H -2.14035 -7.12506 3.54831
H -5.05505 -4.26904 0.94312
H 2.01512 -1.51315 4.44434
H 2.68793 -4.80550 -2.18328
H -7.18876 -2.40744 -1.57354
*
```

Atomic partial charges in e from the Mulliken method, atoms 1 to 99: 0.36 0.51 0.40 -0.12 -2.24 0.30 0.29 0.50 0.31 0.32 0.45 0.35 0.34 0.48 0.43 0.17 0.47 -0.49 0.27 0.37 0.44 0.37 1.91 0.44 0.34 -0.70 -0.52 -0.59 -0.88 -2.19 0.40 0.27 1.38 0.39 0.45 -1.54 0.35 0.11 2.24 0.37 -2.35 -1.49 -0.22 -0.01 -1.54 0.41 0.38 -1.62 0.66 0.44 1.69 -1.16 -1.54 -0.77 0.15 -1.67 0.49 1.94 0.31 -0.35 0.38 -0.61 -0.96 0.52 0.41 0.27 0.33 -1.57 0.31 0.44 0.45 0.27 1.11 -1.53 0.75 -0.36 0.56 0.51 0.29 1.20 -1.40 0.20 0.46 -0.20 -0.20 1.73 0.24 -1.51 0.11 0.47 0.20 -1.96 -0.81 0.23 -1.57 0.46 0.22 0.36 0.51

***

Record 3
The following is a DFT calculation (wB97M-V/def2-TZVPD) of a cluster of 2 separate species, C5H15NO in total in a non-equilibrium geometry.

The total energy is -8965.1074 eV. The LUMO energy comes out at 0.95 eV. Its SMILES is CNCC(C)C.O.

The geometry in ORCA input format:
```
! wB97M-V def2-TZVPD RIJCOSX def2/J DEFGRID3
* xyz 0 1
H -2.55061 1.47466 -0.51539
H 0.53291 -2.50272 0.31287
H 0.82868 -1.63302 1.76841
H -0.17984 1.29934 -1.02345
H 1.62493 0.10698 0.05391
C 0.55002 2.72941 0.43414
C -0.42420 1.67077 -0.02610
H 0.57630 3.61522 -0.20509
H 2.21540 -1.84266 0.57303
H -2.18631 1.98991 1.16637
O -0.00876 -5.60432 -2.53461
H 0.33211 0.68548 1.74997
H -0.99599 -0.21985 0.95174
C -0.10455 0.39055 0.79879
C -1.88698 2.06551 0.12417
H 0.67124 -4.97490 -2.80048
H 0.22267 3.10797 1.40910
N 0.77736 -0.45771 0.00084
H -0.65778 -5.52606 -3.24789
H 1.52318 2.26908 0.56138
H -2.00867 3.07685 -0.27836
C 1.14890 -1.72047 0.72666
*
```

Listed below, in e, are the Mulliken charges computed for each atom: 0.36 0.26 0.30 0.25 0.26 -1.44 0.67 0.38 0.34 0.34 -0.64 0.42 0.50 -1.01 -1.46 0.32 0.33 -0.45 0.32 0.37 0.40 -0.83